(1)
Molecular formula: C4H18NO3
Method: DFT, ωB97M-V/def2-TZVPD

## Properties
Multiplicity = 1
Net charge = +1
Largest force on an atom = 0.1028 hartree/bohr
Relative energy (zero: lowest compared OMol25 entry of this formula, charge and spin) = 51.3 kcal per mole
HOMO level = -14.29 eV

Geometry (Å):
C: 0.094 -1.986 -0.717
C: -1.025 -1.282 -1.506
C: -2.166 -0.589 -0.819
C: -1.888 -0.360 0.729
N: 1.223 -0.946 -0.357
H: -0.020 -2.496 0.224
H: 0.628 -2.755 -1.295
H: -0.570 -0.398 -1.970
H: -1.267 -1.801 -2.402
H: -2.471 0.319 -1.471
H: -3.189 -1.257 -0.917
H: -2.457 0.455 1.070
H: -0.903 -0.119 0.951
H: -2.147 -1.230 1.181
H: 2.146 -1.152 -0.889
H: 1.348 -1.074 0.697
H: 0.835 0.093 -0.626
H: 1.052 0.535 2.408
H: 1.851 -0.529 3.030
O: 1.098 -0.426 2.506
H: 1.277 2.987 1.167
H: 2.841 3.004 1.154
O: 2.094 2.473 0.956
H: -1.110 2.193 -1.558
H: 0.265 2.242 -2.023
O: -0.287 2.067 -1.256

---

(2)
Molecular formula: C3H6N2OS2
Method: DFT, ωB97M-V/def2-TZVPD

## Properties
Multiplicity = 1
Net charge = 0
Largest force on an atom = 0.0146 hartree/bohr
Relative energy (zero: lowest compared OMol25 entry of this formula, charge and spin) = 53.7 kcal per mole
SMILES string = NN(C=S)C(=S)CO
HOMO level = -8.91 eV

Geometry (Å):
C: -1.965 -0.430 -0.629
C: 0.092 -0.710 0.644
C: 1.513 -0.201 0.729
H: 0.323 1.470 -0.969
H: -0.518 0.668 -2.166
H: -2.364 -1.091 0.150
H: 2.038 -0.392 -0.191
H: 2.016 -0.736 1.545
H: 1.255 1.392 1.829
N: 0.103 0.547 -1.375
N: -0.625 -0.182 -0.428
O: 1.522 1.201 0.916
S: -2.847 0.151 -1.856
S: -0.543 -1.688 1.800

---

(3)
Molecular formula: C27H50P2Tm
Method: DFT, ωB97M-V/def2-TZVPD

## Properties
Multiplicity = 3
Net charge = +1
Largest force on an atom = 0.1534 hartree/bohr
<S²> = 2.00
HOMO level (alpha / beta) = -7.48 / -7.48 eV

Geometry (Å):
Tm: 0.301 0.730 -0.741
C: -0.747 -2.231 2.249
C: 0.498 -2.377 1.582
C: 0.813 -0.994 3.376
C: -0.566 -1.314 3.309
C: 1.474 -1.630 2.298
C: -1.991 -2.991 1.994
H: -1.890 -3.647 1.131
H: -2.846 -2.322 1.843
H: -2.243 -3.626 2.854
C: -1.606 -0.827 4.235
H: -2.538 -1.387 4.100
H: -1.835 0.237 4.073
H: -1.294 -0.935 5.281
C: 1.468 -0.209 4.445
H: 0.938 -0.328 5.400
H: 1.508 0.867 4.224
H: 2.501 -0.548 4.599
C: 2.925 -1.616 2.050
H: 3.444 -2.357 2.681
H: 3.361 -0.637 2.278
H: 3.164 -1.860 1.011
C: 0.769 -3.249 0.420
H: 1.047 -4.276 0.721
H: 1.604 -2.872 -0.191
H: -0.109 -3.340 -0.240
C: -1.410 1.187 -2.689
C: -2.015 -0.004 -3.476
C: -1.072 -1.018 -4.166
C: 0.440 -1.051 -3.844
C: 0.854 -0.883 -2.356
C: 1.853 0.293 -2.216
C: 1.236 1.714 -2.557
C: -0.076 1.773 -3.317
H: -1.134 -0.770 -5.243
H: 0.978 -0.286 -4.418
H: -1.490 -2.032 -4.050
H: 0.048 1.362 -4.322
H: -2.081 2.060 -2.837
H: -2.755 0.341 -4.235
H: -0.285 2.840 -3.472
H: 1.147 2.394 -1.634
H: 2.726 0.104 -2.861
H: 2.014 2.194 -3.143
H: 0.821 -2.016 -4.220
H: 1.416 -1.783 -2.092
P: -3.048 -0.515 -2.027
C: -4.603 0.183 -1.520
C: -2.742 -2.121 -1.296
P: 3.367 0.813 -0.702
C: -1.799 0.599 -1.324
C: 4.632 -0.423 -1.067
C: 4.081 2.409 -1.238
H: -4.482 0.888 -0.696
H: -5.221 -0.653 -1.185
H: -5.093 0.684 -2.355
H: -2.094 -2.762 -1.921
H: -3.731 -2.606 -1.209
H: -2.285 -2.024 -0.300
H: 3.653 2.813 -2.172
H: 5.175 2.309 -1.333
H: 3.872 3.135 -0.425
H: -2.038 1.384 -0.580
H: -0.088 -0.980 -1.728
H: 5.290 -0.441 -0.179
H: 5.208 -0.180 -1.976
H: 4.168 -1.422 -1.154
C: -0.719 2.727 3.528
C: -0.978 2.343 2.068
C: -1.920 3.362 1.432
C: 0.290 2.162 1.234
H: -0.033 3.581 3.593
H: -0.282 1.900 4.094
H: -1.653 3.008 4.031
H: -1.499 1.369 2.092
H: -1.391 4.290 1.182
H: -2.382 2.988 0.512
H: -2.742 3.623 2.107
H: 0.620 3.131 0.829
H: 1.102 1.743 1.850